Below is a molecular structure, C9H21N3O3Rb in a non-equilibrium geometry, with properties calculated with ωB97M-V/def2-TZVPD.

Structure (XYZ):
```
37
Properties=species:S:1:pos:R:3:forces:R:3:lowdin_charge:R:1
Rb 20.3570 -24.5994 -18.8478 0.1 -0.1 -0.2 0.8902
C 25.0398 -26.7433 -22.3188 0.3 0.4 0.9 -0.0081
C 23.6191 -26.7840 -22.7340 -3.1 2.0 1.0 -0.5074
O 22.6760 -26.2432 -22.0398 2.6 -1.8 -1.8 -0.0492
N 23.3881 -27.2880 -23.9632 -0.1 0.2 0.2 0.0089
C 22.0939 -27.1804 -24.5913 -0.4 -0.4 -1.2 -0.0743
H 25.5043 -27.7270 -22.2511 0.0 0.1 -0.1 0.0929
H 25.0546 -26.2563 -21.3438 0.2 -0.2 0.0 0.0849
H 25.5902 -26.0906 -22.9964 0.1 -0.2 -0.1 0.0937
H 24.1926 -27.5108 -24.5318 -0.2 -0.1 0.1 0.1451
H 21.9888 -27.9306 -25.3752 0.0 -0.8 0.5 0.0822
H 21.9559 -26.3218 -25.2485 0.2 0.8 0.7 0.0847
H 21.2905 -27.2593 -23.8589 0.2 0.1 -0.1 0.0814
C 20.7396 -20.6366 -22.9041 -0.9 -2.1 -2.3 -0.0144
C 20.4823 -19.9465 -21.6675 0.5 -1.0 3.0 -0.5773
O 20.8680 -20.4528 -20.5838 -0.2 1.1 -1.2 -0.0094
N 19.7408 -18.8384 -21.7245 0.1 0.6 -1.2 -0.0060
C 19.5524 -18.0404 -20.5410 -0.6 -0.9 0.1 -0.0551
H 20.1510 -21.5535 -22.8734 -0.3 -0.3 0.4 0.0873
H 21.7217 -21.0814 -23.0643 0.2 0.9 0.1 0.1010
H 20.2792 -20.2015 -23.7911 0.7 0.6 -0.1 0.0870
H 19.1381 -18.7429 -22.5293 0.3 0.4 0.0 0.1442
H 18.9261 -18.6996 -19.9400 0.1 0.6 1.0 0.0872
H 19.0276 -17.1070 -20.7449 0.3 -0.1 -0.1 0.0922
H 20.5446 -17.9066 -20.1099 -0.4 0.2 0.3 0.0963
C 17.2562 -26.9085 -22.0636 1.1 -0.2 -0.1 -0.0072
C 17.9671 -28.1484 -21.5201 -0.5 -1.7 1.4 -0.4881
O 18.3437 -28.3184 -20.3145 -0.7 0.8 -3.6 -0.0191
N 17.9946 -29.1354 -22.4888 1.2 0.7 1.4 -0.0131
C 18.4367 -30.5146 -22.1780 -1.4 0.8 -0.2 -0.0467
H 17.7236 -26.0665 -21.5530 -0.7 0.3 0.0 0.0709
H 16.1684 -26.9775 -22.0590 0.1 0.1 0.9 0.0922
H 17.4617 -26.8264 -23.1309 0.3 0.2 0.0 0.0712
H 17.6041 -28.9000 -23.3900 0.2 -0.3 0.2 0.1246
H 18.5141 -31.0773 -23.1083 0.2 0.1 0.2 0.0833
H 17.5760 -30.8775 -21.6162 0.4 -0.8 0.3 0.0878
H 19.3450 -30.5554 -21.5767 -0.1 0.2 -0.2 0.0866
```
Positions in Å, forces in eV/Å.

Calculated values
**Total charge**: +1
**Energy relative to the best compared isomer or geometry (same formula, charge and spin)**: 59.5 kcal/mol
**Highest occupied orbital energy**: -11.86 eV
**Calculated total energy**: -20937.0861 eV